Record 1
Computed, not measured: C61H52BCl2N16O2SY as an isolated structure, with ωB97M-V/def2-TZVPD.

Structure (XYZ):
```
136
Properties=species:S:1:pos:R:3:forces:R:3:lowdin_charge:R:1
H -3.438 -2.470 0.652 0.07 -0.05 0.01 0.1063
C 0.440 -5.625 -1.265 -0.01 0.02 0.02 -0.0752
C -0.018 -6.770 -1.896 -0.01 0.02 -0.02 -0.0876
C 3.051 3.664 -3.773 0.04 -0.04 -0.10 -0.0679
C 4.457 1.423 -0.610 0.03 0.10 0.04 -0.3559
C 1.901 3.674 0.875 0.02 0.14 -0.03 -0.0776
H -2.890 -5.545 -3.185 0.02 0.00 0.02 0.0985
H 7.397 1.466 -3.087 -0.02 -0.01 0.00 0.1111
C -3.188 -4.487 1.359 0.00 -0.06 0.02 -0.0412
H -0.354 -1.491 -3.435 0.05 -0.04 0.07 0.1189
H -6.105 0.725 -0.792 0.00 0.00 0.00 0.0712
C -2.292 2.220 -2.926 0.03 -0.04 0.05 -0.2877
N 0.525 0.625 2.440 0.00 -0.32 -0.06 0.0092
H 0.068 -3.575 -0.826 0.01 0.01 0.08 0.0610
C -5.688 1.427 -0.071 0.02 -0.03 0.01 -0.0091
N -1.058 2.390 1.061 -0.04 -0.12 -0.01 0.0993
H -4.254 2.009 -3.802 0.01 -0.01 0.01 0.0728
H 2.009 0.078 -2.868 0.01 0.02 -0.08 0.0743
C -0.989 2.498 2.389 0.04 -0.06 -0.07 -0.2025
C 1.756 3.402 -3.356 0.02 0.03 0.08 -0.0320
O 1.643 -4.047 2.279 0.04 -0.01 -0.01 0.0342
H -2.989 1.106 6.726 0.01 -0.01 -0.02 0.1024
B -3.170 0.339 -1.451 0.08 -0.09 0.00 -0.5288
C 4.270 -1.075 3.202 0.00 0.01 0.05 -0.6917
C 3.843 4.600 2.643 -0.02 0.03 -0.01 -0.0620
Cl 5.877 -1.731 3.290 -0.03 0.03 0.02 0.6430
H -1.140 -0.482 7.169 0.00 0.00 -0.02 0.1040
H -0.934 3.433 -4.142 0.03 -0.03 0.02 0.1158
C -2.579 0.509 5.921 0.01 -0.04 0.01 -0.0770
C -2.634 4.196 1.045 -0.02 0.04 0.04 -0.0560
C -1.543 -0.380 6.170 -0.01 -0.01 -0.04 -0.0744
C -3.115 0.153 2.223 0.03 -0.05 0.07 -0.2220
H 4.803 -0.688 -0.431 0.01 0.06 -0.03 0.1106
H -0.172 -5.661 2.372 -0.02 -0.01 -0.01 0.1189
C -1.086 2.665 -3.401 0.05 0.10 -0.07 0.0144
H 1.682 1.479 -1.040 0.02 -0.06 0.24 -0.0337
H 0.548 -7.692 -1.844 -0.02 0.02 0.00 0.1007
H -5.425 2.338 -0.608 0.00 0.00 0.00 0.0723
H 4.311 3.541 -0.959 0.01 -0.04 0.01 0.1226
N -2.501 -0.022 1.041 -0.57 0.19 0.14 0.0049
H 3.556 -2.713 2.032 0.00 0.01 0.00 0.1038
H 4.980 2.832 -4.227 -0.29 -0.04 -0.17 0.1024
H 3.235 -4.277 -3.603 -0.03 -0.15 0.01 0.0980
C 5.901 2.631 -2.085 0.47 -0.10 0.55 -0.1127
N 3.450 -3.598 -2.887 0.07 0.31 -0.11 0.1444
C 0.538 -1.889 -2.981 0.04 0.09 -0.03 -0.2254
H -5.636 -1.841 -3.980 -0.01 0.00 -0.01 0.0827
Y -0.229 -0.408 0.353 0.41 0.27 0.09 1.5278
N 1.415 -2.652 -3.623 0.08 0.01 0.17 0.1621
C 4.837 2.623 -1.192 0.23 -0.04 0.43 -0.0737
C -0.600 -3.714 1.640 -0.01 0.04 -0.05 -0.2276
H 2.399 1.548 4.209 0.01 -0.03 -0.01 0.1039
H 1.138 3.281 0.215 0.00 -0.01 0.03 0.0859
H 4.297 0.525 -3.620 -0.11 0.09 -0.05 0.1087
C -3.645 2.748 -3.281 0.04 -0.03 0.01 -0.0104
C -1.501 -4.377 -2.020 -0.10 0.08 -0.03 -0.1448
H -3.175 5.008 2.965 0.00 0.00 0.00 0.1070
C -1.731 3.425 3.109 -0.04 0.10 0.05 -0.0028
C -2.554 -0.085 3.574 0.03 0.04 -0.04 -0.1618
C 1.700 0.001 2.899 -0.04 0.17 -0.06 -0.2622
H -4.172 0.765 -1.925 0.04 -0.02 0.03 0.0931
C -1.953 -5.545 -2.646 0.00 0.01 -0.01 -0.0288
N -2.049 -1.956 -1.542 -0.04 -0.03 -0.22 0.0880
C 2.744 5.395 2.329 0.02 -0.04 -0.02 -0.0703
H -3.969 -3.795 -3.488 0.04 0.06 0.04 0.1039
H 2.639 6.371 2.785 0.00 -0.03 -0.01 0.1041
C 6.563 1.451 -2.396 0.12 0.11 0.17 -0.0813
H -4.198 3.067 -2.398 0.02 0.00 0.00 0.0716
N -3.370 0.431 0.082 0.03 -0.12 -0.06 0.0388
N 0.909 -1.661 -1.716 0.12 0.09 0.27 -0.0711
H -4.231 -4.747 1.234 0.03 0.01 0.01 0.1059
H -0.191 -1.806 5.292 -0.03 0.02 0.01 0.1133
C -2.578 4.279 2.430 0.02 -0.01 -0.01 -0.0511
H 3.698 -4.037 -2.010 -0.03 -0.12 0.06 0.0980
C -1.015 -1.122 5.123 -0.01 0.03 0.00 -0.0531
N 0.977 -1.912 1.649 0.08 0.12 0.01 -0.0335
H -2.571 -6.409 2.109 0.00 0.02 0.00 0.1087
H 4.813 2.702 2.339 -0.07 0.05 -0.01 0.1036
N -2.037 1.231 -2.039 -0.06 -0.16 -0.14 0.0116
N -1.480 -2.836 1.163 0.17 0.16 -0.05 0.0594
C -2.265 -5.403 1.846 0.02 0.01 0.00 -0.0419
C 2.025 -1.252 2.334 -0.01 -0.27 0.03 -0.2524
Cl 5.084 0.988 4.796 -0.01 -0.04 -0.01 0.6576
C 5.115 0.235 -0.912 0.07 -0.04 -0.03 -0.0809
H -1.606 3.451 4.183 0.00 0.00 -0.04 0.1198
C -3.490 -3.035 -2.893 0.00 -0.14 -0.06 0.0218
C -4.389 0.693 2.012 -0.10 0.07 0.10 0.0274
H 0.908 5.542 1.221 0.02 -0.02 0.01 0.1069
H 3.344 4.683 -3.997 -0.01 -0.02 0.00 0.1085
C 3.924 0.101 3.850 0.04 -0.09 -0.07 -0.6885
C 1.775 4.933 1.450 -0.01 0.01 0.03 -0.0616
H -1.090 -1.550 3.041 0.02 -0.05 -0.06 0.0671
H -1.602 -7.609 -3.080 0.01 0.01 0.00 0.1017
C 3.585 1.339 -3.565 -0.32 -0.09 -0.43 -0.0720
H 1.061 4.226 -3.250 -0.03 -0.04 -0.01 0.1115
C -1.859 3.240 0.412 0.13 -0.01 -0.06 -0.1266
O 0.266 1.982 4.300 -0.02 -0.02 0.04 0.0361
C 0.822 -3.236 1.858 -0.01 0.09 0.03 -0.4840
C -5.133 -1.108 -3.351 0.04 -0.01 0.02 -0.0139
H 6.206 3.564 -2.544 0.03 -0.05 0.09 0.1178
H -3.260 4.860 0.461 0.03 -0.03 0.02 0.1022
N -3.044 -1.119 -1.930 -0.02 0.14 0.09 0.0262
C 3.969 2.630 -3.897 -0.48 -0.03 -0.56 -0.1090
C 1.339 2.100 -3.061 -0.10 0.07 0.06 -0.1775
C -0.106 1.891 -2.760 0.05 0.12 -0.07 -0.2302
C -2.748 -3.218 1.033 -0.06 0.13 -0.03 -0.1336
H 6.689 -0.668 -2.049 -0.01 0.03 0.00 0.1104
C 0.003 1.637 3.149 0.17 0.09 -0.17 -0.4900
C 3.003 2.903 1.187 -0.07 0.06 0.02 -0.3890
H -5.133 0.930 2.754 0.04 -0.03 -0.03 0.1142
H -3.853 1.390 4.455 0.03 -0.03 0.00 0.1039
C 3.307 -1.765 2.481 -0.03 -0.01 -0.06 -0.0613
N 1.793 0.869 -0.235 -0.07 -0.05 -0.05 -0.3561
C -1.521 -0.975 3.841 -0.08 -0.11 -0.01 -0.0389
N 2.299 -2.860 -2.672 0.08 -0.10 -0.04 -0.2773
H 4.589 4.954 3.344 -0.03 -0.01 -0.02 0.1092
N 2.059 -2.291 -1.536 -0.23 0.09 -0.18 0.1052
H 1.358 -5.641 -0.687 -0.03 0.01 -0.01 0.1082
C 6.167 0.251 -1.815 0.03 0.00 0.09 -0.0771
H -3.520 3.609 -3.936 0.00 0.00 0.00 0.0849
H -5.840 -0.769 -2.594 0.00 0.00 0.01 0.0732
C -1.223 -6.722 -2.588 0.00 0.03 0.03 -0.0802
H -6.463 1.671 0.655 0.00 0.01 0.00 0.0849
H -4.873 -0.251 -3.971 0.01 0.00 0.00 0.0736
C 3.975 3.342 2.079 0.02 -0.05 -0.01 -0.0828
C -3.074 0.659 4.636 -0.01 0.04 0.02 -0.0459
S 3.114 1.242 0.558 0.12 -0.29 0.19 1.0802
C -3.925 -1.744 -2.743 0.00 0.01 0.02 -0.2626
C 2.288 1.081 -3.147 0.01 -0.09 -0.27 -0.0401
N -0.687 1.014 -1.926 -0.26 0.01 0.04 0.0781
C -0.947 -5.009 1.994 0.00 -0.07 -0.01 0.0011
C 2.646 0.618 3.720 -0.08 0.17 -0.07 -0.0713
C -4.514 0.860 0.657 0.03 0.02 -0.04 -0.2628
C -0.295 -4.449 -1.333 -0.03 0.04 0.09 -0.0709
C -2.313 -3.134 -2.127 0.09 -0.11 0.00 -0.2461
H -1.863 3.163 -0.669 -0.01 -0.02 0.06 0.0926
```
Forces are in eV/Å.

Computed properties:
net charge = 0
HOMO = -6.82 eV
E_LUMO = 0.380 eV
F_max = 0.014 Eh/bohr
HOMO-LUMO gap = 7.2 eV

=====

Record 2
Computed, not measured: C9H8N2O3 as an isolated structure at a distorted geometry, with ωB97M-V/def2-TZVPD.

Structure (XYZ):
```
22
Properties=species:S:1:pos:R:3:forces:R:3:nbo_charge:R:1
H -3.033 1.340 1.680 0.67 -0.87 -1.33 0.4230
C 0.647 -0.576 0.251 0.29 2.24 -0.39 -0.0178
C -0.492 -1.030 1.055 -1.25 2.83 -2.17 -0.3483
O -1.121 2.564 0.105 0.81 -3.12 -0.17 -0.5165
H 3.919 -1.115 -0.639 -1.04 -0.10 -0.01 0.2285
C 1.794 -1.254 -0.002 1.53 -4.32 1.11 -0.1902
C 1.717 1.466 -0.698 -0.55 0.35 -0.19 -0.1748
C -0.786 1.369 0.044 1.17 1.80 -0.06 0.5373
H 1.856 -2.382 0.339 -0.06 2.35 -0.66 0.2114
H -0.755 -2.042 1.001 -0.64 -1.32 -0.23 0.2217
H -0.406 -0.655 2.015 -0.05 0.56 2.10 0.2089
C 2.777 0.668 -1.009 1.15 -0.88 1.32 -0.2094
O -3.206 -1.185 -0.824 -1.88 0.70 0.61 -0.3889
N -2.086 -0.732 -0.766 -0.60 -2.80 -1.88 0.4973
C -1.811 0.225 0.268 1.89 0.28 2.76 0.1797
C 0.647 0.795 -0.120 -3.22 0.61 0.49 -0.1312
O -1.239 -1.287 -1.444 1.34 1.39 -0.27 -0.3856
H -3.802 0.104 0.698 0.48 0.25 0.29 0.4214
N -2.976 0.671 0.889 -0.47 -0.30 0.24 -0.8405
H 1.817 2.559 -0.909 -0.80 -1.15 0.18 0.2437
C 2.913 -0.661 -0.549 0.03 1.12 -0.99 -0.1768
H 3.624 1.157 -1.385 1.20 0.40 -0.74 0.2072
```
Forces are in eV/Å.

Computed properties:
net charge = 0
HOMO = -9.01 eV
E_LUMO = -0.433 eV
F_max = 0.092 Eh/bohr
energy above the lowest of the compared OMol25 structures with the same formula, charge and spin = 81.31 kcal/mol
HOMO-LUMO gap = 8.6 eV

=====

Record 3
Computed, not measured: C3H7N3O as an isolated structure at a distorted geometry, with ωB97M-V/def2-TZVPD.

Structure (XYZ):
```
14
Properties=species:S:1:pos:R:3:forces:R:3:nbo_charge:R:1
N 1.030 -1.248 0.054 3.57 -0.79 -4.31 -0.4499
H 1.585 -1.859 -0.946 -2.39 1.99 4.04 0.3807
H -2.193 1.157 -0.560 -0.47 -1.97 1.88 0.2322
H -0.560 -0.048 1.535 -0.37 -0.57 -0.19 0.1794
C -0.964 -0.378 0.557 -0.68 1.59 -0.51 0.0707
N 1.539 1.156 -0.116 2.32 0.09 0.58 -0.8513
O 3.083 -0.429 0.292 0.67 0.67 -0.53 -0.6389
N -0.215 -0.889 -0.331 -2.42 -0.68 -0.48 -0.3034
H -3.331 0.088 0.790 3.25 0.40 -1.98 0.2366
C 1.945 -0.109 0.013 1.87 -2.27 2.19 0.7348
C -2.324 0.124 0.034 -2.16 -0.31 -1.38 -0.6906
H 0.618 1.206 -0.444 -1.15 1.50 -0.61 0.4098
H 2.366 1.825 -0.010 -2.41 -0.95 -0.58 0.4461
H -2.579 -0.598 -0.866 0.38 1.31 1.89 0.2438
```
Forces are in eV/Å.

Computed properties:
net charge = 0
HOMO = -9.38 eV
E_LUMO = 0.735 eV
F_max = 0.110 Eh/bohr
energy above the lowest of the compared OMol25 structures with the same formula, charge and spin = 87.43 kcal/mol
HOMO-LUMO gap = 10.1 eV

=====

Record 4
Computed, not measured: C12H24N6O6Pb as an isolated structure at a distorted geometry, with ωB97M-V/def2-TZVPD.

Structure (XYZ):
```
49
Properties=species:S:1:pos:R:3:forces:R:3:nbo_charge:R:1
O -2.691 0.413 -1.832 0.62 -0.32 0.93 -0.5353
H -3.154 -2.941 -2.876 -0.09 0.20 0.16 0.2459
H 1.722 1.105 -2.616 0.33 -0.11 -0.42 0.2690
O -0.920 2.680 0.903 -0.24 -0.23 -0.22 -0.4007
H 1.272 -0.484 -3.424 -0.27 0.32 0.48 0.2174
H 1.152 4.267 0.587 0.08 -0.10 0.15 0.3004
O -1.147 3.494 -2.452 -0.05 -0.46 -0.39 -0.9768
H -2.061 -4.476 -1.192 0.26 0.12 -0.03 0.2349
C 1.378 3.777 1.547 0.08 0.64 0.23 -0.6696
H -3.756 -1.273 -2.542 0.06 -0.62 0.19 0.2781
Pb 0.348 0.156 -0.661 2.78 2.38 0.75 1.6161
C -1.944 -1.761 -1.582 -0.28 3.99 0.50 0.2545
N -1.709 -0.465 -1.335 -2.17 -2.31 -1.37 -0.2016
C 3.744 1.645 1.759 0.35 0.19 0.15 -0.6559
H 0.624 4.079 2.293 0.29 -0.04 -0.23 0.2248
N 0.215 -2.147 -0.709 -1.89 -2.86 -0.50 -0.1235
H -0.911 -4.419 -2.527 0.06 0.20 0.38 0.2518
C -1.298 -1.221 3.899 -0.08 0.06 -0.81 -0.0948
H -2.943 -1.229 1.053 0.58 0.12 0.45 0.1967
H -1.243 -1.365 4.977 -0.15 0.02 -0.50 0.2324
C -2.180 -1.150 1.838 0.46 -0.08 1.11 0.1689
N -0.917 -0.782 1.724 -0.32 -0.22 -0.32 -0.5018
H 2.369 4.090 1.864 -0.02 0.04 0.06 0.2152
C 2.340 1.360 1.389 -0.88 -1.34 -0.93 0.1285
C 1.696 0.012 -2.537 -0.35 0.26 -0.30 -0.9489
H -3.363 -1.749 3.497 0.59 0.24 -0.08 0.4239
C 1.308 2.328 1.312 -1.07 -1.07 -0.74 0.1381
N 0.051 1.910 0.888 0.91 0.10 0.20 -0.0487
H -2.621 1.245 -1.309 0.33 -0.39 -0.30 0.5240
O 2.851 -0.883 1.015 0.13 -0.50 -0.07 -0.5586
H 4.393 1.398 0.903 -0.11 -0.01 0.36 0.2411
H 0.691 -0.561 3.155 -0.23 -0.02 -0.11 0.2403
C -0.347 -0.819 2.986 -1.03 -0.28 0.04 -0.0756
H 2.689 -0.423 -2.373 -0.35 0.15 0.62 0.2404
O 1.828 3.675 -1.781 0.54 -1.32 -0.40 -1.3293
H -3.885 -2.583 -1.304 0.19 0.19 -0.24 0.2497
H 1.820 -2.525 0.245 -0.01 0.37 -0.24 0.5313
O 1.198 -3.047 -0.326 -0.91 0.85 -0.26 -0.5213
N -2.457 -1.436 3.150 0.07 0.05 0.04 -0.5200
C -3.265 -2.159 -2.113 -0.32 -0.38 -0.55 -0.6918
N 2.024 0.094 0.940 -0.17 1.40 0.36 -0.1822
H -0.323 -4.712 -0.862 -0.18 0.20 -0.23 0.2690
H -0.356 4.072 -2.432 0.18 -0.67 0.28 0.5261
C -0.890 -2.686 -1.241 3.37 0.17 1.43 0.1886
H 3.870 2.705 1.994 0.04 -0.24 -0.02 0.2280
C -1.047 -4.151 -1.464 -0.21 -0.43 0.00 -0.6824
H -0.821 2.680 -2.878 0.09 0.81 0.22 0.4545
H 4.049 1.042 2.626 0.02 0.10 -0.30 0.2298
H 2.617 3.220 -2.177 -1.02 0.82 0.48 0.3995
```
Forces are in eV/Å.

Computed properties:
net charge = 0
HOMO (alpha / beta) = -6.02 / -6.10 eV
E_LUMO (alpha / beta) = -2.109 / -2.117 eV
F_max = 0.078 Eh/bohr
energy above the lowest of the compared OMol25 structures with the same formula, charge and spin = 57.63 kcal/mol
HOMO-LUMO gap (alpha / beta) = 3.9 / 4.0 eV